The following is a DFT calculation (ωB97M-V/def2-TZVPD) of an isolated molecule of C24H29N5O4S.

Results
energy relative to the best compared isomer or geometry (same formula, charge and spin)	28.92	kcal/mol
HOMO level	-0.309	Eh
structure (SMILES)	CN(C)c1ccc(S(=O)(=O)N2CCCCC2)cc1NC(=O)C1=NN(c2ccccc2)C(=O)CC1
lowest unoccupied orbital energy	0.36	eV
energy	-1904.87152	Eh

Each line ends with the natural charge from an NBO analysis.
Positions of all 63 atoms, in Å:
C1 -5.088 -2.307 -0.308  -0.410
N1 -4.964 -1.085 0.467  -0.448
C2 -3.905 -0.229 0.159  0.148
C3 -4.094 1.088 -0.264  -0.271
C4 -3.021 1.913 -0.560  -0.121
C5 -1.739 1.436 -0.388  -0.361
C6 -1.517 0.161 0.094  -0.243
C7 -2.579 -0.687 0.356  0.191
N2 -2.372 -1.970 0.866  -0.632
C8 -1.298 -2.799 0.727  0.657
O1 -1.237 -3.842 1.339  -0.566
C9 -0.271 -2.411 -0.297  0.151
N3 0.907 -2.179 0.113  -0.209
N4 1.925 -1.927 -0.743  -0.323
C10 1.754 -1.772 -2.106  0.683
O2 2.685 -1.745 -2.876  -0.569
C11 0.316 -1.580 -2.539  -0.510
C12 -0.656 -2.454 -1.750  -0.470
H1 -0.594 -3.497 -2.085  0.237
H2 -1.684 -2.118 -1.898  0.232
H3 0.096 -0.516 -2.386  0.274
H4 0.254 -1.779 -3.609  0.244
C13 3.192 -1.860 -0.110  0.221
C14 3.390 -2.594 1.056  -0.245
C15 4.603 -2.528 1.715  -0.203
C16 5.626 -1.738 1.217  -0.226
C17 5.425 -1.007 0.058  -0.195
C18 4.212 -1.058 -0.606  -0.250
H5 4.068 -0.487 -1.508  0.239
H6 6.217 -0.386 -0.334  0.213
H7 6.575 -1.692 1.729  0.212
H8 4.751 -3.101 2.618  0.215
H9 2.586 -3.204 1.436  0.239
H10 -3.103 -2.317 1.478  0.421
H11 -0.504 -0.140 0.288  0.254
S1 -0.288 2.329 -0.921  2.326
O3 0.199 1.639 -2.084  -0.957
O4 -0.605 3.725 -1.049  -0.940
N5 0.761 1.992 0.333  -0.687
C19 0.556 2.818 1.503  -0.225
C20 1.272 4.164 1.395  -0.425
C21 2.753 3.940 1.097  -0.398
C22 2.899 3.110 -0.177  -0.419
C23 2.151 1.788 -0.022  -0.231
H12 2.153 1.233 -0.960  0.236
H13 2.609 1.174 0.761  0.207
H14 2.469 3.656 -1.020  0.208
H15 3.950 2.911 -0.390  0.216
H16 3.261 4.899 0.982  0.213
H17 3.219 3.407 1.931  0.193
H18 0.816 4.732 0.582  0.227
H19 1.146 4.721 2.325  0.211
H20 -0.522 2.961 1.606  0.216
H21 0.922 2.259 2.372  0.203
H22 -3.168 2.915 -0.928  0.234
H23 -5.094 1.464 -0.404  0.223
C24 -6.252 -0.490 0.745  -0.408
H24 -6.785 -0.171 -0.160  0.176
H25 -6.125 0.362 1.409  0.213
H26 -6.864 -1.237 1.253  0.209
H27 -4.114 -2.682 -0.606  0.214
H28 -5.590 -3.066 0.295  0.204
H29 -5.683 -2.139 -1.216  0.182

=====

The following is a DFT calculation (ωB97M-V/def2-TZVPD) of a 2-piece molecular cluster, C23H37ClN2O4 overall.

Results
HOMO level (spin up / spin down)	-0.420 / -0.445	Eh
spin multiplicity	2
lowest unoccupied orbital energy (spin up / spin down)	-4.65 / -4.65	eV
expectation value of S²	0.755
charge	+1
energy	-1768.73939	Eh

Each line ends with the natural charge from an NBO analysis.
Positions of all 67 atoms, in Å:
C1 -3.418 -3.009 3.819  -0.639
C2 -5.013 -3.111 3.674  -0.415
C3 -5.584 -2.874 2.186  -0.436
C4 -4.506 -2.391 1.105  -0.088
O1 -4.267 -0.952 1.372  -0.524
C5 -3.231 -0.485 0.528  0.744
O2 -3.223 -0.865 -0.684  -0.522
C6 -2.066 0.520 0.950  -0.003
C7 -0.701 -0.041 1.448  0.040
C8 -0.442 -1.619 1.595  -0.455
C9 -0.232 -1.971 3.179  -0.619
C10 0.393 1.036 1.793  0.096
N1 0.160 2.457 1.661  -0.474
C11 -1.111 2.978 1.240  0.071
C12 -2.332 2.073 0.849  0.014
C13 -3.727 2.693 0.387  -0.545
C14 -4.348 3.520 1.637  0.522
O3 -5.378 4.219 1.445  -0.466
Cl1 -3.685 3.482 3.335  -0.031
H1 -3.152 -3.513 4.829  0.232
H2 -2.844 -3.625 3.022  0.197
H3 -3.024 -1.938 3.889  0.207
H4 -5.379 -4.143 4.014  0.221
H5 -5.470 -2.343 4.390  0.217
H6 -6.174 -3.773 1.761  0.234
H7 -6.369 -2.023 2.266  0.229
H8 -3.536 -2.992 1.083  0.192
H9 -4.996 -2.547 0.067  0.220
H10 -1.355 -2.243 1.272  0.242
H11 0.504 -1.981 1.069  0.268
H12 0.880 -1.865 3.427  0.219
H13 -0.854 -1.307 3.868  0.222
H14 -0.502 -3.078 3.385  0.242
H15 1.424 0.691 2.131  0.272
H16 0.922 3.125 1.871  0.461
H17 -1.294 4.110 1.148  0.264
H18 -3.682 3.325 -0.564  0.297
H19 -4.497 1.855 0.173  0.292
C15 2.233 1.407 -4.106  -0.626
C16 2.502 1.478 -2.581  0.105
C17 3.690 2.427 -2.326  -0.417
C18 5.021 1.832 -2.773  -0.403
C19 5.251 0.468 -2.132  -0.418
C20 4.067 -0.515 -2.272  0.105
N2 2.734 0.112 -2.014  0.002
O4 2.578 0.199 -0.663  -0.409
C21 4.058 -1.157 -3.680  -0.624
C22 4.361 -1.725 -1.338  -0.602
C23 1.206 2.125 -2.024  -0.597
H20 1.810 2.348 -4.468  0.220
H21 3.130 1.258 -4.703  0.213
H22 1.518 0.616 -4.346  0.224
H23 3.754 2.674 -1.258  0.204
H24 3.530 3.379 -2.845  0.223
H25 5.060 1.753 -3.866  0.202
H26 5.834 2.508 -2.491  0.224
H27 6.158 0.026 -2.557  0.228
H28 5.464 0.633 -1.068  0.209
H29 3.189 -1.812 -3.803  0.220
H30 4.948 -1.776 -3.832  0.222
H31 4.063 -0.440 -4.495  0.210
H32 4.529 -1.420 -0.301  0.219
H33 5.269 -2.247 -1.653  0.220
H34 3.541 -2.449 -1.355  0.216
H35 0.340 1.478 -2.197  0.219
H36 1.004 3.081 -2.518  0.217
H37 1.264 2.342 -0.954  0.195

=====

The following is a DFT calculation (ωB97M-V/def2-TZVPD) of C31H26N3PSSn as an isolated structure.

Results
HOMO level (spin up / spin down)	-0.501 / -0.501	Eh
lowest unoccupied orbital energy (spin up / spin down)	-7.31 / -7.31	eV
charge	+2
energy	-2314.35286	Eh

Each line ends with the natural charge from an NBO analysis.
Positions of all 63 atoms, in Å:
Sn1 2.821 0.992 -3.172  1.426
C1 4.819 1.849 -0.554  -0.247
N1 3.500 1.844 -1.222  -0.657
C2 2.529 2.487 -0.638  0.185
C3 1.200 2.543 -1.188  -0.049
C4 0.147 3.399 -0.939  -0.169
C5 -0.789 3.227 -1.951  -0.316
C6 -0.302 2.245 -2.781  0.021
N2 0.918 1.738 -2.336  -0.741
C7 5.133 0.535 0.157  -0.057
C8 6.453 -0.025 0.143  -0.199
C9 6.795 -1.106 0.893  -0.193
C10 5.827 -1.663 1.735  -0.207
C11 4.579 -1.065 1.810  -0.142
C12 4.216 0.031 1.030  -0.251
H1 4.797 2.644 0.204  0.219
H2 5.606 2.118 -1.351  0.230
H3 2.757 2.983 0.293  0.216
H4 0.185 4.224 -0.176  0.248
H5 -1.657 3.813 -2.024  0.243
H6 -0.867 1.932 -3.625  0.226
H7 7.150 0.458 -0.561  0.221
H8 7.778 -1.628 0.821  0.243
H9 6.103 -2.653 2.207  0.240
H10 3.833 -1.415 2.458  0.201
H11 3.211 0.429 0.965  0.189
C13 -6.515 1.103 -1.198  -0.122
C14 -5.535 1.917 -0.598  -0.189
C15 -4.420 1.246 -0.085  -0.163
C16 -4.272 -0.123 -0.169  -0.431
C17 -5.221 -0.904 -0.862  -0.162
C18 -6.306 -0.281 -1.397  -0.201
P1 -2.777 -0.800 0.514  1.401
C19 -1.830 -1.857 -0.410  -0.332
C20 -0.549 -2.485 0.136  -0.098
C21 -0.590 -3.956 0.020  -0.202
C22 -1.441 -4.554 -0.812  -0.192
C23 -2.268 -3.784 -1.786  -0.119
C24 -2.532 -2.434 -1.544  -0.276
C25 -1.907 0.147 1.750  -0.458
C26 -0.586 0.453 1.417  -0.104
C27 0.382 0.817 2.356  -0.237
C28 -0.059 1.088 3.650  -0.137
C29 -1.410 0.878 3.970  -0.193
C30 -2.282 0.338 3.069  -0.165
H12 -7.469 1.464 -1.531  0.242
H13 -5.608 2.991 -0.539  0.248
H14 -3.626 1.761 0.445  0.228
H15 -5.109 -1.949 -1.041  0.232
H16 -7.006 -0.927 -1.908  0.244
H17 -0.482 -2.310 1.202  0.256
H18 -0.108 -4.517 0.847  0.249
H19 -1.504 -5.691 -0.810  0.260
H20 -2.678 -4.392 -2.608  0.251
H21 -3.219 -1.808 -2.081  0.249
H22 -0.298 0.431 0.360  0.216
H23 1.457 0.968 2.220  0.230
H24 0.646 1.474 4.365  0.238
H25 -1.716 1.032 5.011  0.248
H26 -3.331 0.110 3.285  0.237
S1 1.727 -1.835 -3.142  0.064
C31 1.057 -1.771 -1.726  0.246
N3 0.641 -1.777 -0.569  -0.441

=====

The following is a DFT calculation (ωB97M-V/def2-TZVPD) of a 15-piece molecular cluster, C5H37NO14 overall.

Results
energy relative to the best compared isomer or geometry (same formula, charge and spin)	94.40	kcal/mol
HOMO level	-0.302	Eh
lowest unoccupied orbital energy	-0.04	eV
energy	-1320.76411	Eh

Each line ends with the natural charge from an NBO analysis.
Positions of all 57 atoms, in Å:
C1 0.271 1.350 -2.304  -0.320
C2 -1.063 1.152 -2.228  0.027
N1 -1.491 1.050 -0.868  -0.861
C3 1.199 1.568 -3.455  -0.475
C4 2.440 0.664 -3.447  -0.157
C5 3.212 0.606 -2.380  -0.419
H1 0.856 1.079 -1.423  0.167
H2 -1.898 1.165 -2.915  0.214
H3 -2.344 0.578 -0.615  0.380
H4 -0.774 0.639 -0.289  0.393
H5 1.549 2.604 -3.460  0.218
H6 0.668 1.500 -4.411  0.212
H7 2.528 0.148 -4.395  0.211
H8 4.135 0.021 -2.245  0.204
H9 2.999 1.009 -1.389  0.191
H10 -1.942 1.463 4.416  0.496
H11 -2.253 -0.128 4.578  0.486
O1 -1.831 0.663 4.927  -0.973
H12 1.607 3.228 0.878  0.475
H13 1.297 2.701 -0.565  0.483
O2 1.859 3.301 -0.047  -0.956
H14 -0.084 -3.383 1.084  0.520
H15 -1.554 -4.048 1.160  0.501
O3 -1.026 -3.248 1.295  -1.010
H16 -1.926 3.003 1.865  0.486
H17 -3.489 2.791 2.009  0.487
O4 -2.635 2.765 2.453  -0.977
H18 0.828 -1.393 -1.327  0.508
H19 2.132 -2.278 -1.236  0.490
O5 1.220 -2.239 -1.566  -0.982
H20 2.114 -3.595 0.953  0.495
H21 1.704 -4.215 -0.439  0.474
O6 1.683 -4.364 0.520  -0.994
H22 -2.349 -2.246 -1.386  0.502
H23 -2.176 -2.356 0.063  0.493
O7 -2.385 -1.678 -0.609  -0.993
H24 2.043 0.804 2.697  0.484
H25 2.374 1.109 1.386  0.468
O8 2.730 0.523 2.061  -0.956
H26 -1.362 3.493 -0.160  0.493
H27 -0.131 4.316 -0.083  0.500
O9 -0.696 3.785 0.473  -0.990
H28 -0.843 -3.382 -3.857  0.471
H29 0.040 -3.090 -2.619  0.503
O10 -0.888 -3.061 -2.941  -0.988
H30 -4.673 -0.165 0.482  0.457
H31 -3.824 -0.530 -0.693  0.484
O11 -4.721 -0.199 -0.482  -0.956
H32 -0.231 1.306 3.538  0.496
H33 -0.248 2.314 2.318  0.494
O12 0.298 1.842 2.953  -0.990
H34 0.479 -0.291 1.719  0.489
H35 -0.355 -1.455 1.073  0.507
O13 0.187 -0.667 0.890  -0.994
H36 2.262 -1.517 0.987  0.497
H37 3.079 -1.905 2.176  0.494
O14 2.950 -2.146 1.251  -0.959

=====

The following is a DFT calculation (ωB97M-V/def2-TZVPD) of an isolated molecule of C5H9NO.

Results
energy relative to the best compared isomer or geometry (same formula, charge and spin)	92.44	kcal/mol
HOMO level	-0.325	Eh
structure (SMILES)	CC1(C)N/C1=C\O
lowest unoccupied orbital energy	0.86	eV
energy	-325.79024	Eh

Each line ends with the natural charge from an NBO analysis.
Positions of all 16 atoms, in Å:
C1 0.571 -0.046 0.092  0.090
C2 1.319 -1.310 -0.241  -0.616
C3 1.271 1.249 -0.229  -0.629
N1 -0.244 -0.119 1.310  -0.582
C4 -0.998 -0.032 0.158  0.124
C5 -1.978 -0.168 -0.654  0.023
O1 -3.229 0.221 0.207  -0.767
H1 -3.228 -0.279 1.033  0.465
H2 -0.253 0.683 1.932  0.378
H3 -2.129 -0.049 -1.709  0.221
H4 0.733 -2.181 0.041  0.227
H5 1.527 -1.357 -1.309  0.212
H6 0.632 2.107 -0.026  0.218
H7 2.176 1.349 0.376  0.210
H8 1.562 1.274 -1.278  0.221
H9 2.268 -1.341 0.298  0.207

=====

- What is the formula in the fifth record?
  C5H9NO